Record 1
The following is a DFT calculation (wB97M-V/def2-TZVPD) of a 2-piece molecular cluster, C5H7Cl3N2 overall.

Calculated values
- electronic energy (Eh) = -1684.6810
- relative energy (zero: lowest compared OMol25 entry of this formula, charge and spin) (eV) = 2.732

Last column: Mulliken charge in e.
Atoms and positions in Å:
C  3.02  -0.42  1.54  0.15
C  -0.67  -0.50  -0.31  -0.94
C  0.19  1.04  1.39  -0.95
C  1.45  0.63  -0.73  -0.26
C  3.13  -0.52  0.12  0.39
N  2.74  -0.37  2.69  -0.50
N  0.28  0.51  -0.01  0.14
Cl  2.14  2.15  -0.67  -0.09
Cl  2.79  -2.11  -0.41  -0.15
Cl  4.52  0.38  -0.56  -0.14
H  -0.74  -1.45  0.34  0.27
H  -1.80  -0.13  -0.24  0.30
H  -0.62  -0.66  -1.33  0.40
H  0.44  0.37  2.15  0.43
H  1.08  1.87  1.41  0.24
H  -0.83  1.47  1.50  0.32
H  1.45  0.17  -1.75  0.42

=====

Record 2
The following is a DFT calculation (wB97M-V/def2-TZVPD) of a 2-piece molecular cluster, C6H12N2 overall.

Calculated values
- electronic energy (Eh) = -345.2613
- relative energy (zero: lowest compared OMol25 entry of this formula, charge and spin) (eV) = 1.810
- structure (SMILES) = Cc1c[nH]cn1.CC

Last column: Mulliken charge in e.
Atoms and positions in Å:
C  -1.02  2.05  -1.17  -0.64
C  -1.95  2.80  -2.06  -0.98
H  -0.16  2.61  -0.81  0.33
H  -1.58  1.81  -0.26  0.17
H  -0.52  1.29  -1.71  0.28
H  -1.64  2.90  -3.07  0.33
H  -2.92  2.14  -2.09  0.24
H  -2.11  3.86  -1.79  0.27
C  1.78  -2.14  -0.67  -1.22
C  0.90  -1.24  0.10  0.86
C  1.48  -0.70  1.27  -0.50
C  -0.79  -0.47  1.24  -0.31
N  -0.47  -1.17  0.07  -0.59
N  0.34  -0.15  2.00  -0.09
H  2.60  -2.57  -0.03  0.32
H  2.40  -1.56  -1.51  0.22
H  2.55  -0.46  1.24  0.33
H  -1.82  -0.14  1.60  0.38
H  0.56  0.44  2.80  0.23
H  1.15  -2.85  -1.14  0.39

=====

Record 3
The following is a DFT calculation (wB97M-V/def2-TZVPD) of a 2-piece molecular cluster, C4H11NO3 overall.

Calculated values
- electronic energy (Eh) = -439.4015
- relative energy (zero: lowest compared OMol25 entry of this formula, charge and spin) (eV) = 3.386
- structure (SMILES) = C[C@@H](C=O)NCO.O

Last column: Mulliken charge in e.
Atoms and positions in Å:
O  1.62  -1.35  1.35  -0.49
C  1.11  -1.74  0.31  -0.31
C  -0.30  -1.08  0.11  0.47
C  -0.89  -1.81  -1.23  -1.72
N  -0.37  0.28  -0.05  -0.19
C  -0.77  1.22  1.08  -0.52
O  0.51  1.70  1.71  -0.54
H  1.59  -2.51  -0.15  0.54
H  -0.89  -1.33  1.04  0.23
H  -0.88  -2.91  -1.27  0.40
H  -1.86  -1.45  -1.36  0.42
H  -0.37  -1.45  -2.01  0.50
H  -0.14  0.77  -0.89  0.27
H  -1.24  2.11  0.75  0.29
H  -1.32  0.67  1.80  0.34
H  0.81  0.90  2.08  0.34
H  1.59  2.26  -0.57  0.30
H  0.86  3.30  -1.43  0.28
O  0.95  2.42  -1.25  -0.62

=====

Record 4
The following is a DFT calculation (wB97M-V/def2-TZVPD) of C29H37F4N4O3S4Se2Si4Ti as an isolated structure.

Calculated values
- electronic energy (Eh) = -10374.7792
- relative energy (zero: lowest compared OMol25 entry of this formula, charge and spin) (eV) = 1.003
- net charge = -2
- 2S+1 = 2

Last column: Löwdin spin population.
Atoms and positions in Å:
Ti  -0.21  0.60  -0.56  0.21
O  -1.91  5.19  1.92  0.00
C  -3.03  4.36  1.80  0.00
C  -2.83  3.04  1.01  0.00
C  -4.26  2.64  0.58  0.00
O  -4.49  1.28  0.32  0.00
C  -2.20  2.02  1.97  0.02
Se  -1.69  0.20  1.37  0.04
C  -1.94  3.38  -0.19  0.01
Se  -1.88  2.07  -1.67  0.05
H  -1.25  4.85  2.55  0.00
H  -3.78  4.95  1.27  0.00
H  -3.45  4.11  2.79  0.00
H  -4.52  3.26  -0.29  0.00
H  -4.95  2.91  1.38  0.00
H  -3.84  1.00  -0.35  0.00
H  -2.88  1.84  2.79  0.00
H  -1.29  2.46  2.39  0.00
H  -0.93  3.58  0.14  0.00
H  -2.30  4.30  -0.65  0.00
O  0.58  -2.79  -6.62  0.00
C  0.49  -2.25  -5.54  0.00
S  1.47  -0.85  -5.06  0.01
C  0.75  -0.63  -3.48  0.03
C  -0.25  -1.47  -3.14  0.01
S  -1.02  -1.41  -1.60  0.13
S  -0.70  -2.69  -4.31  0.00
S  1.39  0.56  -2.40  0.05
C  2.60  -2.04  3.94  0.02
Si  1.06  -1.25  3.19  0.03
C  0.96  0.49  3.89  0.00
C  -0.42  -2.19  3.91  0.00
Si  1.14  -1.59  0.82  0.28
Si  3.26  -1.63  -0.26  0.03
C  4.19  -0.01  -0.50  0.00
C  3.13  -2.48  -1.95  0.00
C  4.37  -2.73  0.80  0.02
Si  0.23  -3.77  0.63  0.01
C  -1.61  -3.78  1.05  0.00
C  1.10  -4.91  1.87  0.00
C  0.48  -4.67  -1.01  0.00
H  2.64  -1.76  5.00  0.00
H  3.51  -1.67  3.47  0.00
H  2.58  -3.13  3.87  0.00
H  0.63  0.39  4.92  0.00
H  0.24  1.13  3.37  0.00
H  1.92  0.99  3.89  0.00
H  -0.49  -1.90  4.96  0.00
H  -0.28  -3.27  3.87  0.00
H  -1.36  -1.94  3.43  0.00
H  3.57  0.88  -0.41  0.00
H  4.62  -0.01  -1.51  0.00
H  5.01  0.06  0.22  0.00
H  3.15  -1.74  -2.74  0.00
H  2.24  -3.08  -2.08  0.00
H  4.01  -3.13  -2.07  0.00
H  4.65  -2.23  1.73  0.00
H  5.29  -2.92  0.25  0.00
H  3.91  -3.69  1.05  0.00
H  -1.76  -4.09  2.09  0.00
H  -2.12  -4.51  0.41  0.00
H  -2.10  -2.82  0.91  0.00
H  0.86  -4.67  2.91  0.00
H  2.19  -4.88  1.77  0.00
H  0.78  -5.94  1.68  0.00
H  0.13  -4.11  -1.88  0.00
H  -0.10  -5.59  -0.94  0.00
H  1.52  -4.94  -1.16  0.00
F  3.72  0.67  2.31  0.00
C  4.38  1.82  2.60  0.00
C  5.71  1.71  2.95  0.00
F  6.23  0.46  2.96  0.00
C  6.50  2.81  3.33  0.00
C  5.79  4.02  3.30  0.00
C  4.47  4.12  2.93  0.00
F  3.91  5.34  2.91  0.00
C  3.70  3.02  2.56  0.00
C  2.28  3.13  2.18  0.00
C  1.70  2.37  1.22  0.01
N  1.14  1.77  0.38  0.01
C  1.32  3.87  2.93  0.00
N  0.46  4.40  3.49  0.00
F  6.42  5.17  3.61  0.00
C  7.89  2.70  3.71  0.00
C  8.63  3.79  4.23  0.00
N  9.29  4.63  4.67  0.00
C  8.62  1.50  3.59  0.00
N  9.29  0.55  3.52  0.00

=====

- The lowest relative energy (zero: lowest compared OMol25 entry of this formula, charge and spin) belongs to which entry?
  C29H37F4N4O3S4Se2Si4Ti